13
Properties=species:S:1:pos:R:3 method="wB97M-V/def2-TZVPD" homo_lumo_gap_ev=7.524 total_energy_ev=-16018.1168 de_lowest_kcal_mol=15.65 multiplicity=1 homo_ha=-0.2634
N 1.02 -0.70 0.65
C 1.57 0.46 0.97
N 0.90 1.61 1.07
H -0.17 -0.73 0.30
H 1.69 -1.45 0.62
H 2.65 0.43 1.31
H 1.29 2.42 1.58
H -0.15 1.60 0.95
C -1.72 -0.80 -1.61
S -1.85 -0.21 0.12
H -1.70 -1.91 -1.76
H -2.64 -0.44 -2.08
H -0.90 -0.29 -2.13